The following is a DFT calculation (wB97M-V/def2-TZVPD) of a single C2H7N3OS molecule.

```
14
Properties=species:S:1:pos:R:3:forces:R:3:mulliken_charge:R:1
C 0.5290 -1.3291 0.2854 -2.511 -3.518 1.298 -0.801
N -0.5242 -0.2484 0.2463 2.098 -0.016 -1.102 0.319
N -1.8534 -0.5673 0.6810 0.249 0.301 -2.465 -0.800
C -0.1989 0.7884 -0.5597 -3.711 -1.901 1.917 0.232
S -1.3006 2.0134 -0.9129 0.229 -0.304 -0.080 -0.416
N 1.0683 0.8474 -1.1016 -1.455 4.659 -0.274 -0.231
O 2.1007 0.6827 -0.1915 1.945 -0.378 -0.586 -0.394
H 0.5542 -1.5902 1.4686 0.525 0.278 -2.939 0.262
H -0.0690 -2.3279 -0.2681 2.120 2.744 1.580 0.250
H 1.5583 -1.0524 -0.1883 -2.597 -0.934 1.196 0.398
H -2.1521 0.1724 1.3168 0.022 -0.003 -0.299 0.271
H -2.4394 -0.4814 -0.2311 0.964 -0.033 2.206 0.291
H 0.7673 1.9407 -1.1636 2.692 -1.665 -1.298 0.295
H 1.9596 1.1519 0.6187 -0.570 0.770 0.846 0.323
```
Forces are in eV/Å.

Calculated values
Frontier orbital gap (eV): 9.4
E_HOMO (hartree): -0.3264
2S+1: 1

=====

The following is a DFT calculation (wB97M-V/def2-TZVPD) of a molecular structure, C2H7N3S.

```
13
Properties=species:S:1:pos:R:3:forces:R:3:mulliken_charge:R:1
C 0.7210 1.0379 0.7033 -0.527 -0.567 2.076 -0.195
C -0.5893 0.4583 1.0488 -1.562 -2.149 -3.293 -0.900
N 1.2972 -1.1209 -0.2949 -1.964 -2.281 0.564 -0.399
N 1.4189 0.1965 -0.3763 0.283 2.159 -1.122 -0.140
N -1.3819 -0.7813 -1.2902 1.265 -0.260 -1.632 -0.620
S -0.2261 -1.6002 -0.1054 0.407 2.350 -0.029 0.212
H 0.4961 2.0658 0.3565 1.029 -0.541 -0.041 0.271
H 1.3476 0.9464 1.6666 -0.695 0.759 -1.433 0.235
H -0.7251 -0.0627 1.9602 -0.314 0.175 1.004 0.399
H -1.5098 0.5771 0.3142 2.056 0.428 2.147 0.397
H 2.4057 0.3821 -0.3731 0.406 0.312 0.035 0.266
H -2.3035 -1.2053 -1.3609 0.135 -0.441 0.369 0.217
H -0.9508 -0.8940 -2.2489 -0.521 0.054 1.354 0.257
```
Forces are in eV/Å.

Calculated values
Frontier orbital gap (alpha / beta) (eV): 7.5 / 7.5
E_HOMO (alpha / beta) (hartree): -0.2686 / -0.2684
2S+1: 1

=====

The following is a DFT calculation (wB97M-V/def2-TZVPD) of a single C2H7N3S molecule.

```
13
Properties=species:S:1:pos:R:3:forces:R:3:mulliken_charge:R:1
C 1.8936 -1.2606 -0.1153 3.478 1.738 -3.350 -0.714
N 0.5219 -0.9182 0.2016 0.389 -4.339 1.498 -0.163
C -0.4416 -0.0607 -0.1676 2.422 0.966 1.475 0.240
S -2.0756 -0.2081 0.0637 0.115 -0.233 -0.594 -0.388
N 0.2016 1.1327 -0.4211 -0.042 -1.206 -1.117 -0.167
N 1.3730 1.4121 0.3291 -2.910 -0.848 1.641 -0.498
H 2.3330 -0.4714 -0.8899 -1.074 -1.997 1.104 0.228
H 2.8040 -1.2533 0.5975 -2.278 0.260 0.126 0.237
H 1.9160 -2.3125 -0.5662 -0.106 1.521 0.351 0.309
H 0.2718 -1.8461 0.5097 -1.841 0.521 0.316 0.253
H -0.4675 1.8155 -0.6317 -0.612 1.686 -0.075 0.238
H 1.9484 1.9598 -0.1953 1.981 1.797 -1.929 0.199
H 1.0174 1.9788 1.0870 0.477 0.134 0.554 0.225
```
Forces are in eV/Å.

Calculated values
Frontier orbital gap (eV): 9.1
E_HOMO (hartree): -0.3036
2S+1: 1

=====

The following is a DFT calculation (wB97M-V/def2-TZVPD) of a molecular structure, C2H7N3S.

```
13
Properties=species:S:1:pos:R:3:forces:R:3:mulliken_charge:R:1
C 0.1882 1.6530 0.3300 1.397 1.352 -0.307 -0.768
C -0.4850 -0.8997 0.1886 -3.765 2.758 1.161 -0.006
H 0.5612 2.3443 -0.5352 -1.104 -1.241 1.183 0.225
H 0.9550 1.9402 1.1449 -1.895 -0.405 -0.554 0.236
H -0.9118 1.6930 0.4849 0.981 0.822 0.487 0.465
H 2.6447 -1.2827 0.9782 -2.000 2.189 -1.655 0.104
H -0.1401 -1.7520 0.6940 1.577 -0.950 0.157 0.360
H -2.0214 0.6441 -1.1169 -0.151 -0.358 -0.476 0.237
H -3.4978 -0.0342 -0.3168 3.253 1.367 -0.548 0.277
N 0.4144 0.2766 -0.0298 -0.907 -4.203 0.158 -0.028
N -1.8053 -0.9572 0.2346 2.822 2.754 -2.043 -0.348
N -2.4288 0.2713 -0.2747 -3.191 -2.650 1.894 -0.478
S 1.9331 -0.3255 -0.2473 2.983 -1.434 0.543 -0.275
```
Forces are in eV/Å.

Calculated values
Frontier orbital gap (eV): 8.7
E_HOMO (hartree): -0.3140
2S+1: 1

=====

The following is a DFT calculation (wB97M-V/def2-TZVPD) of a single C2H7N3S molecule.

```
13
Properties=species:S:1:pos:R:3:forces:R:3:mulliken_spin:R:1
C -1.1001 0.0191 -0.9924 -0.509 -3.722 1.413 0.030
C 0.1095 -0.7037 -0.3594 -1.042 4.308 1.442 0.021
N -1.2757 1.2608 0.9419 0.350 1.642 8.886 1.327
N -1.5253 1.1721 -0.2134 -2.350 0.669 -10.350 0.243
N 2.0795 -0.4238 1.1058 2.329 -0.366 1.555 0.182
S 0.4832 0.2483 1.2825 0.997 -1.854 -1.203 0.157
H -0.9291 0.1329 -2.0311 -0.172 0.910 -0.899 -0.011
H -1.8408 -0.8361 -0.8400 -0.100 1.413 -0.646 0.015
H -0.1079 -1.6272 -0.0026 -0.967 -2.782 0.803 -0.004
H 0.9750 -0.7991 -0.9405 1.271 0.602 -0.732 0.015
H -2.0339 1.9575 -0.7129 0.730 -1.270 0.823 0.065
H 2.5840 -0.8032 1.9602 -1.228 0.794 -1.129 -0.017
H 2.5815 0.4025 0.8017 0.690 -0.344 0.036 -0.021
```
Forces are in eV/Å.

Calculated values
Frontier orbital gap (alpha / beta) (eV): 7.3 / 7.0
E_HOMO (alpha / beta) (hartree): -0.2287 / -0.2959
2S+1: 3

=====

The following is a DFT calculation (wB97M-V/def2-TZVPD) of 2 unconnected molecules or ions with the total composition C2H7N4.

```
13
Properties=species:S:1:pos:R:3:forces:R:3:mulliken_charge:R:1
C 0.0666 0.1608 0.2278 1.131 0.298 -1.350 0.829
C 1.4262 -0.2299 -0.2161 -0.087 -0.268 2.645 -1.140
N -3.7974 -0.0834 -0.3677 -0.148 -0.066 0.109 0.143
N -2.8449 0.4638 -0.5064 0.663 0.254 -0.040 0.160
N -0.9269 -0.5682 0.0489 -4.277 -2.135 -0.213 -0.595
N -0.0625 1.4215 0.6705 1.905 -1.164 -1.405 -0.404
H 1.9324 -0.4087 0.7491 0.366 0.055 -0.445 0.329
H 1.4851 -1.1406 -0.7676 -0.091 -0.224 -0.713 0.345
H 1.8157 0.6506 -0.6305 1.182 0.763 -1.110 0.348
H -4.3795 -0.8533 -0.0382 -0.010 -0.232 0.052 0.380
H -0.9428 -1.5084 -0.3914 0.996 1.139 0.582 0.252
H 0.7503 1.9635 0.7058 1.210 0.792 0.123 0.153
H -0.7676 1.7463 1.2088 -2.840 0.787 1.765 0.201
```
Forces are in eV/Å.

Calculated values
Total charge: +1
Frontier orbital gap (alpha / beta) (eV): 8.5 / 8.5
E_HOMO (alpha / beta) (hartree): -0.5099 / -0.5099
2S+1: 1

=====

The following is a DFT calculation (wB97M-V/def2-TZVPD) of a gas-phase ion, C2H7N4O (charge +1).

```
14
Properties=species:S:1:pos:R:3:forces:R:3:mulliken_charge:R:1
C -0.5578 0.7243 -1.5608 3.552 -0.497 -1.668 -0.877
N 0.1634 0.4594 -0.3415 0.984 -2.109 3.133 0.225
N 1.0795 1.4210 0.1137 0.246 0.469 -1.043 0.017
O 1.2887 2.3235 -0.6437 -0.318 -0.891 0.858 -0.427
C 0.0531 -0.6425 0.6997 1.188 4.948 -3.093 0.601
N -0.8524 -1.5260 0.4943 -1.372 -1.879 0.629 -0.270
N 0.8548 -0.4977 1.7204 2.643 0.741 1.243 -0.341
H -1.5502 0.5486 -1.4700 -3.203 -0.060 0.490 0.402
H -0.2437 1.7742 -1.7015 -0.865 -0.375 -0.563 0.341
H -0.1986 0.1115 -2.4574 -0.124 0.799 1.284 0.306
H -1.4590 -1.5851 -0.2964 -0.003 0.639 -0.693 0.218
H -1.1106 -2.2279 1.1709 0.456 -0.059 0.346 0.231
H 0.7951 -1.0624 2.5683 -0.177 -0.032 -0.599 0.220
H 1.7376 0.1793 1.7041 -3.007 -1.693 -0.324 0.354
```
Forces are in eV/Å.

Calculated values
Total charge: +1
Frontier orbital gap (eV): 10.1
E_HOMO (hartree): -0.5285
2S+1: 1

=====

The following is a DFT calculation (wB97M-V/def2-TZVPD) of a gas-phase ion, C2H7N4S (charge +1).

```
14
Properties=species:S:1:pos:R:3:forces:R:3:mulliken_charge:R:1
N -1.2281 -2.2604 0.7567 -1.504 1.739 0.988 -0.374
C -0.4201 -1.2890 0.3413 0.573 4.107 0.522 0.470
N -0.5142 0.0063 0.7720 -0.692 -3.656 -0.202 -0.868
N 0.4951 0.8412 0.2386 2.553 0.503 1.502 0.731
N -0.1471 2.0766 0.1249 2.137 3.124 -3.278 -0.716
C 1.0875 0.2641 -1.0540 -2.161 -1.110 -0.891 -0.374
S 0.9026 -1.5809 -0.7981 0.491 0.409 0.359 -0.073
H -2.2162 -2.1287 1.0702 1.534 0.628 0.040 0.304
H -1.1762 -3.0819 0.2653 0.440 -2.416 -1.337 0.238
H 1.3000 0.9942 0.9900 -1.577 -1.021 -1.647 0.396
H 0.4260 2.9680 -0.1679 -1.293 -2.816 1.100 0.273
H -0.9136 2.1811 0.7223 -0.978 -0.026 1.098 0.277
H 0.3259 0.4032 -1.8722 0.806 0.668 0.996 0.316
H 2.0783 0.6063 -1.3890 -0.329 -0.131 0.748 0.401
```
Forces are in eV/Å.

Calculated values
Total charge: +1
Frontier orbital gap (eV): 10.6
E_HOMO (hartree): -0.5122
2S+1: 1

=====

The following is a DFT calculation (wB97M-V/def2-TZVPD) of a single C2H7N5 molecule.

```
14
Properties=species:S:1:pos:R:3:forces:R:3:mulliken_charge:R:1
H 0.2957 -2.1150 0.9351 0.013 0.327 -1.421 0.307
N 1.1000 -1.8049 0.3684 1.967 1.755 1.791 -0.747
C 1.1491 -0.4987 0.2643 -1.135 -3.586 -0.263 0.473
N 2.3394 0.1604 0.1049 -0.163 0.470 -0.766 -0.501
C -0.1783 0.1686 0.0964 -1.752 -1.996 0.366 0.423
N -0.3207 1.5165 -0.1591 0.014 -0.054 0.158 -0.547
N -1.1648 -0.7246 0.0973 2.930 1.761 0.169 -0.206
N -2.3840 -0.2139 -0.1998 -2.060 0.930 -0.230 -0.710
H 2.3130 0.9234 -0.5610 0.112 0.008 0.045 0.203
H 3.1014 -0.4793 -0.0918 -0.107 0.001 0.246 0.321
H -1.1838 1.8504 0.2607 -0.077 0.198 -0.291 0.278
H 0.4856 2.0755 0.0946 -0.249 -0.091 0.092 0.240
H -2.4452 0.0533 -1.1851 0.040 0.131 0.256 0.216
H -3.1074 -0.9118 -0.0250 0.467 0.147 -0.150 0.251
```
Forces are in eV/Å.

Calculated values
Frontier orbital gap (eV): 8.7
E_HOMO (hartree): -0.2893
2S+1: 1

=====

The following is a DFT calculation (wB97M-V/def2-TZVPD) of a single C2H7N5 molecule.

```
14
Properties=species:S:1:pos:R:3:forces:R:3:mulliken_charge:R:1
H 1.3758 -0.0874 3.3776 -1.768 -0.135 -0.858 0.245
N 0.5716 -0.0202 2.6735 2.675 -1.442 -0.703 -0.584
C 0.8765 -0.8343 1.7043 1.081 -0.106 1.291 0.050
N 0.2902 -0.7862 0.4618 0.381 -0.808 -0.013 -0.296
N -0.6611 0.2031 0.2338 -2.940 -0.644 0.479 -0.211
C -0.8225 0.7510 -1.0631 -1.118 -0.429 -0.789 0.392
N 0.1952 0.2511 -1.9314 0.899 2.125 -1.074 -0.483
N -1.8982 1.4786 -1.4058 3.407 -2.630 3.316 -0.683
H -1.7781 1.7643 -2.3319 0.097 0.511 -1.913 0.210
H 1.6849 -1.7303 1.6763 -1.617 2.092 0.435 0.214
H 0.2600 -1.7547 0.0780 -0.771 1.218 -0.252 0.303
H -1.5901 -0.0016 0.7341 1.878 0.803 -1.044 0.275
H 0.4378 1.0031 -2.6600 -0.380 -1.900 1.450 0.259
H 1.0579 -0.2365 -1.5472 -1.825 1.344 -0.324 0.307
```
Forces are in eV/Å.

Calculated values
Frontier orbital gap (eV): 9.5
E_HOMO (hartree): -0.3280
2S+1: 1

=====

Looking at energy for the records above, in order, we have -19535.7079 -17488.2884 -17490.8333 -17488.6876 -17486.8722 -8138.4636 -10186.1259 -18973.8132 -9636.5056 -9636.0219 eV.
Looking at largest force on an atom for the records above, in order, we have 4.9 4.2 5.1 4.8 10.6 4.8 6.0 5.0 3.8 5.4 eV/Å.